Density functional theory data (ωB97M-V/def2-TZVPD) for a molecular structure, C32H31N10O4Pt at a distorted geometry.

Element x y z (Å)
Pt -1.942 -0.085 0.000
C 0.143 3.799 0.437
C -0.638 4.637 -0.344
C -1.876 4.194 -0.783
C -2.298 2.921 -0.429
N -1.507 2.105 0.281
C -0.322 2.527 0.715
C -3.618 2.377 -0.779
C -4.713 3.184 -1.057
C -5.938 2.600 -1.336
C -6.036 1.217 -1.337
C -4.911 0.476 -1.033
N -3.734 1.039 -0.753
H 1.101 4.125 0.817
H -0.289 5.626 -0.610
H -2.502 4.814 -1.409
H 0.264 1.820 1.286
H -4.612 4.260 -1.036
H -6.803 3.217 -1.539
H -6.969 0.718 -1.557
H -4.954 -0.602 -1.015
N -3.258 -2.171 -0.781
N -2.558 -3.374 -0.656
C -1.340 -3.403 -0.101
N -0.671 -4.538 -0.057
N -0.938 -2.231 0.416
N 0.331 -2.045 0.847
O 1.178 -2.921 0.743
O 0.555 -0.966 1.385
H -4.219 -2.336 -0.503
H -3.213 -1.853 -1.747
H -2.924 -4.205 -1.097
H -1.057 -5.404 -0.404
H 0.262 -4.548 0.325
N -3.744 0.163 7.423
C -3.505 0.124 6.300
C -3.169 0.078 4.910
C -1.838 0.214 4.517
C -1.535 0.171 3.170
N -2.470 -0.005 2.231
C -3.748 -0.130 2.608
C -4.142 -0.100 3.930
H -1.057 0.347 5.252
H -0.513 0.263 2.846
H -4.482 -0.259 1.822
H -5.184 -0.211 4.192
C 6.305 1.418 1.796
C 5.714 0.318 0.970
C 6.377 -0.913 0.883
C 5.869 -1.965 0.120
C 4.724 -1.785 -0.608
C 4.047 -0.542 -0.564
N 2.890 -0.362 -1.265
C 2.473 -1.006 -2.409
C 3.412 -1.600 -3.271
C 3.014 -2.249 -4.421
C 1.671 -2.305 -4.765
C 0.728 -1.689 -3.953
C 1.095 -1.033 -2.789
C -0.023 -0.470 -1.964
O -1.191 -0.890 -2.125
O 0.191 0.415 -1.076
C 4.528 0.511 0.264
C 3.822 1.831 0.364
H 7.093 1.046 2.446
H 5.553 1.916 2.409
H 6.749 2.180 1.149
H 7.298 -1.053 1.434
H 6.362 -2.927 0.115
H 4.286 -2.610 -1.150
H 2.181 0.252 -0.871
H 4.464 -1.479 -3.052
H 3.759 -2.689 -5.069
H 1.362 -2.807 -5.671
H -0.318 -1.701 -4.228
H 2.909 1.882 -0.226
H 4.472 2.642 0.030
H 3.578 2.032 1.410

Values from the calculation:
Energy relative to the best compared isomer or geometry (same formula, charge and spin), kcal per mole: 20.3
Multiplicity: 5
Frontier orbital gap (alpha / beta), eV: 7.59 / 5.19
Charge: +3
Electronic energy, Ha: -2204.77499